DFT (the ωB97M-V functional and the def2-TZVPD basis) results for 12 unconnected molecules or ions with the total composition C26H76N10O12 in a non-equilibrium geometry.

Frontier orbital gap in eV: 8.12
Relative energy (zero: lowest compared OMol25 entry of this formula, charge and spin) in kJ/mol: 1575.5
Total energy in a.u.: -2486.2732
Highest occupied orbital energy in eV: -7.9752

Geometry as ORCA input:
```
! RIJCOSX wB97M-V def2-TZVPD def2/J DEFGRID3
* xyz 0 1
N 5.54 28.34 10.34
C 6.06 27.40 9.67
N 6.31 26.38 10.39
O 6.05 27.33 8.34
H 5.24 29.14 9.90
H 5.68 28.37 11.37
H 6.89 25.69 9.84
H 6.17 26.34 11.45
N -1.84 28.46 8.29
C -1.75 27.73 9.34
N -0.99 28.17 10.25
O -2.39 26.52 9.55
H -2.23 28.17 7.39
H -1.36 29.40 8.16
H -0.99 27.66 11.13
H -0.46 29.04 10.21
N 3.73 23.44 7.25
C 4.16 24.60 7.65
N 4.51 24.72 8.93
O 4.60 25.60 6.73
H 3.35 23.32 6.35
H 3.23 22.86 7.85
H 4.97 25.59 9.29
H 4.34 23.96 9.59
N 0.39 30.63 9.95
C -0.41 31.19 9.09
N -0.33 30.58 7.94
O -1.40 32.09 9.43
H 0.56 31.11 10.83
H 1.11 30.00 9.57
H -0.77 31.00 7.18
H 0.39 29.88 7.68
N 1.46 33.26 5.21
C 2.22 32.21 5.36
N 3.49 32.40 5.19
O 1.73 31.03 5.86
H 0.52 32.95 5.43
H 1.49 34.09 4.59
H 4.06 31.58 5.57
H 4.00 33.27 5.07
C -0.98 26.85 4.38
C -2.13 26.85 5.37
C -1.77 25.95 6.56
O -2.56 27.97 5.80
H -0.14 27.47 4.80
H -1.28 27.33 3.41
H -0.65 25.79 4.17
H -2.81 26.30 4.70
H -2.63 25.80 7.29
H -0.90 26.30 7.11
H -1.41 25.02 6.15
H -3.35 28.27 5.31
C 2.50 27.77 9.20
C 2.61 28.32 7.83
C 1.57 27.62 6.95
O 2.35 29.55 7.85
H 1.44 27.83 9.52
H 3.26 28.31 9.69
H 2.90 26.72 9.24
H 3.66 28.15 7.55
H 1.93 26.57 6.87
H 1.82 27.93 5.95
H 0.50 27.83 7.05
H 2.33 29.95 6.98
C 5.70 30.86 8.38
C 4.52 31.81 8.56
C 3.83 31.39 9.83
O 4.76 33.02 8.59
H 6.31 31.25 7.58
H 5.37 29.84 8.13
H 6.34 30.85 9.20
H 3.79 31.74 7.72
H 4.39 31.67 10.65
H 3.59 30.31 9.82
H 2.89 31.88 9.96
H 4.04 33.52 8.28
C 1.26 23.64 5.57
C 2.28 23.84 4.41
C 2.58 25.25 3.93
O 3.31 23.23 4.55
H 1.42 24.28 6.38
H 1.19 22.59 5.99
H 0.26 23.93 5.31
H 1.94 23.37 3.50
H 2.67 25.37 2.84
H 3.38 25.74 4.49
H 1.80 25.92 4.24
H 3.64 23.19 3.67
C 3.74 28.99 3.89
C 4.80 29.27 4.90
C 5.94 28.16 5.01
O 5.22 30.44 4.94
H 2.94 29.69 4.06
H 3.35 28.08 4.12
H 4.06 29.00 2.89
H 4.27 29.27 5.87
H 6.48 28.09 4.04
H 5.46 27.22 5.35
H 6.68 28.45 5.78
H 5.78 30.61 4.13
C 1.49 25.24 11.34
C 0.44 24.42 10.55
C 0.45 24.78 9.04
O 0.57 23.19 10.61
H 1.50 24.95 12.41
H 1.04 26.24 11.23
H 2.49 25.33 10.96
H -0.45 24.71 11.00
H 1.39 24.54 8.38
H 0.50 25.79 8.91
H -0.40 24.52 8.50
H -0.24 22.84 10.90
C 0.53 28.69 13.00
C 1.92 28.54 13.64
C 2.91 28.17 12.64
O 2.30 29.60 14.11
H 0.21 27.75 12.56
H 0.40 29.43 12.21
H -0.14 29.09 13.77
H 1.96 27.77 14.41
H 2.51 27.25 12.15
H 3.89 28.01 13.09
H 3.06 28.89 11.89
H 1.68 29.99 14.80
*
```